Density functional theory data (ωB97M-V/def2-TZVPD) for C28H61CuFeN2O17 as an isolated structure.

Summary:
**HOMO-LUMO gap (spin up / spin down)**: 8.1762 / 6.3867 eV
**Expectation value of S²**: 8.768

Structure (ORCA input):
```
! wB97M-V def2-TZVPD RIJCOSX def2/J DEFGRID3
* xyz 1 6
Cu 21.27936 -16.50181 -1.87808
Fe 24.76621 -16.79045 -2.79936
C 26.40236 -15.92380 -6.41745
C 24.98070 -15.58692 -5.92297
O 24.60971 -16.20143 -4.72685
H 27.00854 -15.31175 -5.74959
H 26.43118 -15.54659 -7.43969
H 26.75666 -16.94941 -6.31413
H 24.21099 -15.94877 -6.60466
H 24.92264 -14.50363 -5.81703
C 21.44856 -19.82570 -2.21708
C 22.77085 -19.52544 -2.90720
O 23.17640 -18.13486 -2.65011
H 20.69213 -19.08042 -2.46301
H 21.64638 -19.88365 -1.14676
H 20.99779 -20.77777 -2.49724
H 22.63945 -19.71809 -3.97197
H 23.54246 -20.19686 -2.53053
C 24.47599 -13.87584 -0.04152
C 23.48857 -14.09600 -1.19444
O 23.61257 -15.39375 -1.77800
H 24.26334 -14.51851 0.81280
H 24.45616 -12.80464 0.15908
H 25.44626 -14.05681 -0.50403
H 23.71287 -13.32797 -1.93466
H 22.49530 -13.95050 -0.76977
C 18.46396 -20.03523 -4.92606
N 17.03759 -20.21141 -5.41433
O 16.18312 -20.41977 -4.56533
O 16.89647 -20.09180 -6.61105
H 19.06949 -20.85358 -5.31559
H 18.44016 -19.95546 -3.83923
H 18.87152 -19.11943 -5.35416
C 22.46952 -18.29678 -6.79289
N 22.13566 -19.76166 -6.87320
O 23.01803 -20.57723 -7.08864
O 20.93414 -20.10151 -6.88171
H 22.77274 -18.09325 -5.76589
H 21.61064 -17.71188 -7.12202
H 23.30085 -18.09974 -7.46976
O 19.05378 -17.09348 -2.23935
C 17.90521 -16.76772 -2.48072
O 16.84889 -17.12912 -1.77304
C 17.07284 -18.01942 -0.62245
C 17.12718 -19.46028 -1.08163
C 17.55519 -15.84285 -3.65272
H 16.20512 -18.09646 0.03271
H 17.95115 -17.63178 -0.10630
H 17.17737 -20.14943 -0.23864
H 18.04358 -19.68456 -1.62753
H 16.32558 -19.76837 -1.75293
H 16.49485 -15.59087 -3.66966
H 17.90444 -16.09116 -4.65495
H 18.07009 -14.93230 -3.34638
O 20.62931 -17.54305 0.77212
C 21.17401 -18.03885 1.77650
O 20.57565 -18.51835 2.86678
C 19.21324 -18.60989 2.86833
C 18.69570 -19.97007 2.51179
C 22.66111 -18.08594 1.76859
H 18.72427 -17.81268 2.30845
H 18.94837 -18.44978 3.91347
H 19.18084 -20.76841 3.07339
H 18.92367 -20.22893 1.47781
H 17.63592 -20.09271 2.73523
H 23.06093 -17.16733 1.33919
H 23.04949 -18.94359 1.21931
H 22.97088 -18.11994 2.81310
O 25.35016 -18.12390 -0.83639
C 25.80808 -18.31691 0.29529
O 25.73704 -19.46126 1.03595
C 25.13994 -20.64380 0.47048
C 25.96464 -21.50829 -0.45917
C 26.43356 -17.16145 1.02948
H 24.12703 -20.48104 0.10221
H 24.96358 -21.28932 1.33089
H 26.25648 -20.97210 -1.36218
H 25.40029 -22.38481 -0.77750
H 26.86377 -21.86976 0.03983
H 26.40111 -16.24512 0.44007
H 27.48177 -17.45684 1.07524
H 26.08419 -16.99650 2.04871
O 19.77000 -14.74667 -0.88899
C 19.34735 -13.66584 -0.42895
O 18.78621 -13.48210 0.78926
C 18.88095 -14.47435 1.78804
C 20.30606 -14.55392 2.37120
C 19.25047 -12.43750 -1.31683
H 18.51405 -15.44162 1.44472
H 18.34946 -14.21679 2.70416
H 20.46311 -15.21552 3.22310
H 20.87475 -13.63167 2.49023
H 20.84751 -15.09142 1.59273
H 19.53445 -11.63151 -0.64020
H 18.21244 -12.21979 -1.56822
H 19.87345 -12.50897 -2.20839
O 20.99288 -15.41641 -4.10296
C 20.83194 -14.84140 -5.12631
O 21.39599 -13.69013 -5.48163
C 22.32622 -13.04371 -4.66115
C 22.88928 -11.77079 -5.33496
C 19.93136 -15.37208 -6.21733
H 23.16726 -13.68119 -4.38843
H 21.75051 -12.83713 -3.75894
H 22.00478 -11.20727 -5.63188
H 23.40461 -12.13611 -6.22325
H 23.51572 -11.13163 -4.71274
H 19.76251 -16.44650 -6.14519
H 20.52436 -15.19169 -7.11394
H 19.02960 -14.76139 -6.26196
*
```

Atomic partial charges in e from the Löwdin method, atoms 1 to 99: Cu 0.431; Fe 1.227; C -0.068; C -0.379; O -0.331; H 0.068; H 0.078; H 0.074; H 0.092; H 0.100; C -0.074; C -0.297; O -0.343; H 0.052; H 0.065; H 0.082; H 0.086; H 0.096; C -0.081; C -0.355; O -0.338; H 0.069; H 0.078; H 0.063; H 0.099; H 0.095; C 0.044; N -0.432; O 0.057; O 0.076; H 0.090; H 0.065; H 0.080; C 0.056; N -0.407; O 0.073; O 0.027; H 0.083; H 0.086; H 0.099; O 0.046; C -0.503; O 0.025; C -0.159; C -0.061; C 0.056; H 0.125; H 0.102; H 0.071; H 0.054; H 0.085; H 0.092; H 0.068; H 0.082; O 0.052; C -0.482; O 0.031; C -0.269; C -0.053; C 0.043; H 0.109; H 0.133; H 0.085; H 0.071; H 0.091; H 0.091; H 0.076; H 0.099; O 0.012; C -0.458; O 0.014; C -0.223; C -0.058; C 0.036; H 0.102; H 0.127; H 0.075; H 0.090; H 0.085; H 0.074; H 0.101; H 0.101; O 0.049; C -0.442; O 0.012; C -0.200; C -0.056; C 0.041; H 0.111; H 0.123; H 0.082; H 0.087; H 0.042; H 0.092; H 0.098; H 0.077; O 0.120; C -0.537; O 0.009

***

Density functional theory data (ωB97M-V/def2-TZVPD) for a 2-piece molecular cluster, C28H61F3IN4O8Si2 overall.

Summary:
**HOMO-LUMO gap**: 6.5547 eV

Structure (ORCA input):
```
! wB97M-V def2-TZVPD RIJCOSX def2/J DEFGRID3
* xyz 1 1
C -5.63358 -0.08645 -1.28315
Si -4.01401 0.03356 -2.26354
C -3.62383 -1.70060 -2.84594
C -4.35639 1.24200 -3.67656
N -2.80867 0.72926 -1.09579
C -1.52013 0.68270 -1.20549
N -1.02776 0.04468 -2.33190
C -0.69252 0.95469 -3.43639
C 0.62121 1.76532 -3.34348
O 1.18646 1.76883 -4.66050
Si 2.83333 2.15629 -4.69354
C 3.36239 1.96147 -6.49862
C 3.94206 1.00956 -3.68524
C 3.18056 3.93908 -4.19722
C -0.06857 -0.99931 -1.94995
I 1.01868 -1.85195 -3.61392
C 0.92532 -0.63900 -0.81411
C 0.56619 0.60266 0.03624
C 0.55552 0.10952 1.50277
O 1.79995 -0.44145 1.84491
C 1.68348 -1.57981 2.68131
O 2.91198 -1.80855 3.25964
C 3.87061 -2.24708 2.31047
C 5.19523 -2.40885 3.05538
O 6.28697 -2.02649 2.21493
C 1.75978 1.58682 -0.05192
O 1.94131 2.30850 1.14367
C 2.62109 3.53348 0.98499
O 1.82295 4.56046 1.48894
C 2.28196 5.05864 2.74000
C 1.21725 5.84633 3.47201
O 1.92904 6.76588 4.30275
N -0.76236 1.20099 -0.19788
C -0.90312 2.63039 0.00698
O -0.80184 2.98401 1.38462
C -1.88749 3.60827 1.83467
F -2.15157 4.71425 1.19326
F -2.95716 2.82266 1.81348
F -1.67648 3.91933 3.08515
H -5.67581 -1.05481 -0.78428
H -5.59794 0.64023 -0.46378
H -6.49879 0.09533 -1.91067
H -4.50862 -2.03929 -3.39296
H -2.81193 -1.69733 -3.57226
H -3.46552 -2.41826 -2.04078
H -5.42973 1.32589 -3.82108
H -3.91277 0.87917 -4.60654
H -3.94508 2.23293 -3.47728
H -3.17199 1.16557 -0.25037
H -0.72197 0.47098 -4.40777
H -1.49898 1.69387 -3.48420
H 1.37120 1.33365 -2.67647
H 0.37073 2.80966 -3.12355
H 3.23937 0.89970 -6.72459
H 2.79167 2.58170 -7.18265
H 4.43649 2.15441 -6.51957
H 3.41646 0.18842 -3.19342
H 4.36909 1.60579 -2.87074
H 4.77070 0.58302 -4.24727
H 2.97114 4.06669 -3.12993
H 4.24390 4.11310 -4.36326
H 2.60262 4.64348 -4.79093
H -0.66075 -1.84331 -1.60216
H 0.97771 -1.51118 -0.16585
H 1.91435 -0.57484 -1.25215
H 0.31432 0.91496 2.20068
H -0.24112 -0.64356 1.60607
H 0.97977 -1.36212 3.49048
H 1.33470 -2.47118 2.13317
H 4.05859 -1.52972 1.50856
H 3.58553 -3.20527 1.85834
H 5.36032 -3.43066 3.39461
H 5.19540 -1.72333 3.90197
H 6.79970 -1.34708 2.66150
H 1.62875 2.28113 -0.89152
H 2.68945 1.05672 -0.27311
H 2.92757 3.73693 -0.04569
H 3.53588 3.48863 1.58411
H 2.64977 4.27779 3.40934
H 3.10365 5.75530 2.54509
H 0.54464 6.40302 2.81488
H 0.63323 5.21115 4.14423
H 1.31396 7.42137 4.65190
H -0.26451 3.25276 -0.61637
H -1.91614 2.89732 -0.29578
C -2.19202 -7.30098 2.41034
C -2.17576 -5.92990 1.75169
N -3.13659 -5.00417 2.32552
C -3.33555 -3.81315 1.52782
C -2.14373 -2.86398 1.35087
C -3.03541 -4.79122 3.76117
C -1.70030 -4.28451 4.32033
H -3.19673 -7.72509 2.40500
H -1.53722 -7.98041 1.86351
H -1.83515 -7.26526 3.44042
H -2.42166 -6.06791 0.69475
H -1.14801 -5.53412 1.78355
H -4.17943 -3.24843 1.93516
H -3.66502 -4.13156 0.53198
H -1.94346 -2.29217 2.25707
H -2.36734 -2.13829 0.55832
H -1.23283 -3.39198 1.06090
H -3.27288 -5.73414 4.25927
H -3.83342 -4.11317 4.07435
H -0.84530 -4.82167 3.90644
H -1.67974 -4.42826 5.40196
H -1.55933 -3.21844 4.14063
*
```

Atomic partial charges in e from the Löwdin method, atoms 1 to 99: C -0.154; Si 0.560; C -0.154; C -0.156; N 0.142; C -0.314; N -0.097; C -0.145; C -0.240; O -0.235; Si 0.435; C -0.155; C -0.151; C -0.154; C -0.632; I 1.023; C -0.129; C -0.288; C -0.147; O -0.086; C -0.248; O -0.074; C -0.177; C -0.208; O -0.071; C -0.143; O -0.073; C -0.224; O -0.090; C -0.180; C -0.226; O -0.069; N 0.104; C -0.083; O 0.090; C -0.804; F 0.218; F 0.180; F 0.216; H 0.033; H 0.029; H 0.039; H 0.052; H 0.026; H 0.031; H 0.035; H 0.038; H 0.030; H 0.130; H 0.103; H 0.117; H 0.076; H 0.124; H 0.031; H 0.033; H 0.036; H -0.024; H 0.032; H 0.042; H 0.017; H 0.042; H 0.038; H 0.066; H 0.119; H 0.070; H 0.139; H 0.122; H 0.146; H 0.137; H 0.124; H 0.130; H 0.120; H 0.125; H 0.084; H 0.106; H 0.141; H 0.138; H 0.142; H 0.137; H 0.135; H 0.125; H 0.115; H 0.091; H 0.154; H 0.137; C -0.085; C -0.274; N -0.195; C -0.250; C -0.095; C -0.239; C -0.080; H 0.083; H 0.076; H 0.067; H 0.118; H 0.099; H 0.115; H 0.108

***

Maximum force (eV/Å)
5.4 2.4